[1]
Below is one molecule with the formula C11H21N5O5 at a distorted geometry, with properties calculated with ωB97M-V/def2-TZVPD.

Values from the calculation:
Structure (SMILES) = [H]/N=C(\N)NCCC[C@H](N)C(=O)N[C@@H](CCC(=O)O)C(=O)O
Energy relative to the best compared isomer or geometry (same formula, charge and spin) = 198.8 kJ/mol

The geometry in XYZ format:
```
42
Properties=species:S:1:pos:R:3:forces:R:3
H -0.950 4.101 -1.117 0.3 2.0 1.0
N -1.125 3.187 -1.379 -0.3 -1.8 -1.5
C -1.686 2.437 -0.507 0.9 2.8 0.7
N -2.108 2.845 0.737 0.2 0.5 2.9
N -1.882 1.186 -0.845 0.4 -2.2 -1.7
C -2.743 0.193 -0.298 -1.1 0.4 1.9
C -2.849 -1.091 -1.116 0.5 -0.3 -0.1
C -1.743 -2.164 -0.791 0.3 -0.1 -1.4
C -0.322 -1.534 -0.812 0.4 0.3 -0.4
N 0.211 -1.442 -2.208 -1.7 -0.9 0.9
C 0.684 -2.326 0.031 0.3 0.6 0.3
O 1.151 -3.358 -0.391 -0.1 -0.8 -0.2
N 1.171 -1.863 1.252 -1.3 0.1 -1.2
C 1.138 -0.501 1.761 2.7 -2.0 -1.3
C 1.751 0.478 0.763 0.3 1.8 -0.5
C 3.306 0.468 0.809 -0.2 -1.1 0.4
C 3.957 1.021 -0.435 2.1 0.5 -0.3
O 5.096 1.506 -0.472 -2.7 -1.0 0.0
O 3.191 0.887 -1.553 0.8 0.2 0.5
C -0.178 -0.074 2.102 -1.6 3.5 1.8
O -0.373 1.137 2.236 -0.4 -1.5 0.2
O -1.094 -0.955 2.442 0.6 -1.2 -0.2
H -1.864 3.810 0.943 -0.3 0.1 -0.8
H -1.654 2.399 1.570 -0.8 -0.5 -1.4
H -1.621 1.146 -1.818 -0.1 -0.7 -0.2
H -2.391 -0.005 0.753 -0.5 -0.2 -1.0
H -3.786 0.595 -0.170 0.8 -0.1 -0.1
H -3.881 -1.422 -0.904 0.6 -0.5 -0.3
H -2.781 -0.825 -2.197 -0.1 -0.2 0.7
H -1.686 -2.954 -1.600 -0.4 0.8 0.7
H -1.912 -2.758 0.112 -0.1 0.5 0.2
H -0.284 -0.485 -0.512 -0.7 -0.2 0.4
H 0.432 -2.390 -2.481 0.0 -0.2 -0.2
H 1.084 -0.990 -2.131 1.3 0.8 -0.2
H 1.840 -2.526 1.548 0.9 -0.4 0.8
H 1.768 -0.561 2.676 -0.7 0.4 -0.2
H 1.352 1.524 0.984 0.6 -1.4 -0.5
H 1.388 0.173 -0.263 0.7 0.6 1.2
H 3.796 0.981 1.680 -0.8 -0.4 -0.7
H 3.566 -0.637 0.915 0.2 1.3 -0.4
H 3.754 1.244 -2.260 -0.2 0.0 -0.1
H -1.724 -0.453 2.947 -1.0 0.4 0.3
```
Positions in Å, forces in eV/Å.



[2]
Below is a 10-piece molecular cluster, C33H60O13 overall at a distorted geometry, with properties calculated with ωB97M-V/def2-TZVPD.

Values from the calculation:
Structure (SMILES) = O=C1CCCO1.O=C1CCCO1.O=C1CCCO1.CC(C)=O.CC(C)=O.CC(C)=O.CC(C)=O.CC(C)=O.CC(C)=O.CC(C)=O

The geometry in XYZ format:
```
106
Properties=species:S:1:pos:R:3:forces:R:3
O 9.731 7.630 7.170 -0.6 -1.9 -0.8
C 10.442 8.531 7.414 -0.3 2.0 1.2
C 11.940 8.607 7.679 -0.3 -0.3 -0.1
C 12.026 9.869 8.523 0.3 -0.7 1.3
C 10.964 10.726 7.868 -1.0 -1.3 1.0
O 9.856 9.762 7.712 1.7 -0.2 -0.6
H 12.272 7.677 8.149 -0.1 0.2 0.0
H 12.514 8.722 6.755 -0.2 0.0 -0.1
H 11.781 9.649 9.579 -0.4 0.1 -0.5
H 13.047 10.189 8.646 0.3 0.8 -0.6
H 10.515 11.517 8.427 0.2 0.7 0.5
H 11.252 11.031 6.899 0.4 0.6 -1.1
O 13.354 10.696 12.144 0.5 -1.8 0.5
C 12.885 11.763 11.921 1.4 1.4 0.2
C 13.191 13.064 12.638 0.9 -1.1 2.4
C 12.817 14.150 11.723 0.5 0.4 -0.7
C 11.706 13.471 11.008 0.1 -1.0 -0.8
O 12.115 11.990 10.879 -1.4 2.4 -0.7
H 12.616 13.046 13.592 0.1 0.2 -0.5
H 14.228 13.115 12.976 0.0 -0.3 -0.2
H 12.463 15.007 12.301 0.2 0.2 -0.4
H 13.646 14.381 11.003 -0.8 0.1 0.9
H 10.838 13.455 11.624 -1.0 0.0 0.1
H 11.553 13.917 10.043 -0.5 -0.5 -0.6
O 9.060 14.011 8.007 -1.5 -0.3 1.0
C 8.254 13.756 8.893 3.0 0.3 -1.1
C 7.020 14.488 9.272 -0.4 -1.4 -0.2
C 6.230 13.419 10.028 -1.1 0.2 -0.5
C 7.318 12.619 10.660 1.5 0.1 -0.4
O 8.558 12.820 9.818 -2.0 -0.1 0.8
H 7.406 15.260 9.911 -0.2 0.8 0.4
H 6.534 14.840 8.398 -0.4 0.7 -0.6
H 5.528 13.846 10.773 0.4 -0.4 -0.5
H 5.678 12.726 9.344 0.2 1.0 0.3
H 7.484 12.967 11.667 0.6 -0.1 0.3
H 7.114 11.577 10.597 0.0 -0.9 0.4
C 15.647 9.328 16.035 1.6 -1.4 0.3
C 15.601 10.571 15.190 -1.8 -1.0 1.8
C 16.354 10.555 13.960 0.3 -0.5 -1.0
O 14.801 11.418 15.514 0.1 0.9 -0.2
H 14.658 9.110 16.387 -0.8 -0.4 -0.4
H 16.153 9.410 17.012 0.4 0.5 -0.5
H 16.154 8.465 15.501 -0.9 0.9 0.6
H 16.267 11.515 13.523 0.5 1.1 -0.5
H 15.848 9.887 13.241 0.3 -0.1 0.4
H 17.358 10.205 14.201 0.1 0.1 -0.5
C 16.595 16.227 14.092 -0.3 0.6 0.8
C 15.465 16.871 13.283 0.2 0.1 -0.4
C 15.843 17.572 11.988 0.5 -0.3 0.1
O 14.306 16.774 13.628 0.4 0.0 0.1
H 16.723 15.218 13.731 -0.4 -0.6 0.1
H 16.368 16.285 15.176 -0.1 -0.5 -0.7
H 17.597 16.632 13.996 0.0 0.7 -0.4
H 16.713 17.024 11.556 -0.7 0.5 0.0
H 16.131 18.603 12.198 0.4 0.0 0.3
H 14.998 17.685 11.311 0.0 -0.6 0.0
C 10.485 9.058 12.649 -0.2 -0.1 0.3
C 11.233 8.597 13.873 1.4 -1.0 1.7
C 11.813 9.632 14.868 -1.1 0.6 1.1
O 11.507 7.417 14.103 -0.8 1.5 -0.8
H 10.699 8.347 11.877 0.0 -0.5 -0.5
H 10.834 10.027 12.315 -0.1 0.2 0.1
H 9.390 9.060 12.796 0.5 0.1 0.2
H 12.820 9.916 14.555 -0.3 0.4 -0.4
H 12.007 9.182 15.880 -0.6 0.0 -1.0
H 11.142 10.558 15.054 1.2 -1.4 -0.6
C 12.190 15.031 7.603 -0.4 1.2 -1.1
C 13.315 15.880 8.063 1.1 1.2 1.2
C 13.381 17.339 7.658 -1.2 0.5 -0.6
O 14.147 15.467 8.870 -0.7 -0.1 -0.9
H 12.508 14.048 7.818 -0.5 -1.3 0.3
H 11.966 15.160 6.541 0.6 -0.2 -0.3
H 11.212 15.362 7.969 0.3 -0.3 0.8
H 12.421 17.797 8.036 0.8 -0.4 -0.5
H 13.400 17.465 6.538 0.0 -0.1 1.1
H 14.201 17.892 8.130 0.0 -0.5 -0.2
C 12.887 16.414 16.579 -0.5 0.3 -0.3
C 11.498 16.717 16.115 -0.8 -0.7 -1.1
C 10.590 17.505 17.044 -0.2 0.5 -1.4
O 11.083 16.364 15.009 0.5 0.5 1.4
H 13.043 17.095 17.433 0.7 -0.7 -0.2
H 13.525 16.582 15.708 0.3 0.2 0.3
H 12.959 15.336 16.781 0.0 0.4 0.4
H 10.268 17.013 17.937 0.1 -0.6 0.6
H 9.728 17.695 16.417 -0.4 0.2 0.2
H 11.017 18.469 17.316 0.2 0.0 0.1
C 11.899 18.239 11.284 -1.1 -0.2 1.6
C 10.513 17.747 10.779 2.5 0.9 -2.7
C 9.489 17.566 11.815 0.3 -0.4 0.0
O 10.365 17.592 9.561 -0.4 -0.1 1.9
H 12.643 18.477 10.532 -0.2 -0.2 -0.3
H 12.284 17.507 12.037 0.0 0.4 -0.7
H 11.712 19.144 11.905 0.1 -0.4 -0.4
H 9.212 18.528 12.183 -0.2 0.9 0.4
H 9.975 17.045 12.643 -0.5 -0.3 0.1
H 8.614 17.125 11.380 -0.4 -0.6 0.1
C 15.318 12.523 9.212 0.1 -0.1 -0.4
C 16.144 13.596 9.859 0.0 -0.7 -0.2
C 17.265 14.190 9.096 0.6 0.3 -0.7
O 15.901 13.993 10.961 -0.3 0.3 1.6
H 14.309 12.912 9.059 0.1 0.0 0.0
H 15.232 11.632 9.843 0.2 0.2 -0.1
H 15.780 12.291 8.249 -0.3 -0.3 0.0
H 18.038 13.447 8.771 -0.8 0.5 0.2
H 17.722 14.950 9.749 -0.1 -0.2 -0.5
H 16.767 14.643 8.210 0.7 -0.1 0.3
```
Positions in Å, forces in eV/Å.



Q: Which E values were calculated for the entries above? A: -29436.0785, -61810.4366, in eV.
Q: Which Kohn-Sham gap values were calculated for the entries above? A: 8.339, 9.494, in eV.